Molecular formula: C18H41N2P3S2W
Method: DFT, ωB97M-V with the def2-TZVPD basis set

Geometry (Å):
W1 0.166 -0.213 -1.416
S1 1.206 -0.843 0.696
S2 -0.212 0.289 -4.069
P1 1.916 1.519 -1.612
P2 -1.752 -1.662 0.415
P3 -1.410 1.710 -0.828
N1 0.528 1.321 2.375
N2 0.649 -0.860 3.230
C1 -2.534 1.761 0.611
C2 0.962 -0.936 -7.826
C3 -0.552 -2.295 -2.205
C4 2.623 2.334 -0.095
C5 0.753 -2.531 -1.700
C6 1.738 -2.067 -7.515
C7 1.499 -1.525 -5.167
C8 -3.387 -1.786 -0.412
C9 0.767 0.014 2.205
C10 3.451 0.684 -2.199
C11 -2.558 1.870 -2.251
C12 0.579 -0.486 -5.417
C13 1.931 2.969 -2.727
C14 0.419 -0.157 -6.811
C15 2.048 -2.326 -6.173
C16 -1.458 -3.418 0.916
C17 -0.768 3.423 -0.671
C18 -2.329 -1.171 2.120
H1 -0.509 -3.517 1.464
H2 2.930 3.021 -3.183
H3 0.926 -3.123 -0.785
H4 -0.097 0.765 -7.094
H5 -2.277 -3.739 1.584
H6 -3.141 0.946 -2.380
H7 -1.979 2.051 -3.174
H8 3.761 -0.086 -1.478
H9 1.948 3.119 0.273
H10 -3.857 -0.800 -0.499
H11 1.641 -2.499 -2.352
H12 0.689 2.003 1.632
H13 1.772 3.896 -2.155
H14 0.803 -0.725 -8.897
H15 1.811 -1.689 -4.129
H16 2.147 -2.732 -8.281
H17 -0.686 -1.612 -3.078
H18 4.230 1.454 -2.258
H19 -3.129 -1.869 2.408
H20 -1.626 4.107 -0.535
H21 3.275 0.238 -3.186
H22 -2.744 -0.155 2.148
H23 -0.218 3.728 -1.571
H24 -3.062 2.727 0.655
H25 -1.946 1.662 1.535
H26 -3.259 -2.185 -1.419
H27 -3.283 0.967 0.538
H28 -0.117 3.543 0.212
H29 -1.435 -4.077 0.039
H30 0.986 -1.806 3.071
H31 -1.442 -2.882 -1.916
H32 1.185 2.872 -3.520
H33 -4.037 -2.461 0.163
H34 0.578 -0.538 4.187
H35 -1.507 -1.233 2.850
H36 -3.240 2.720 -2.064
H37 3.559 2.816 -0.416
H38 2.851 1.610 0.704
H39 1.787 -0.491 -0.932
H40 0.283 1.651 3.302
H41 2.709 -3.153 -5.897

Output
**<S²>**: 2.0413
**2S+1**: 3
**Orbital gap (spin up / spin down)**: 5.707 / 5.881 eV
**Electronic energy**: -73629.901 eV
**Net charge**: +4

Molecular formula: C18H41N3O5
Method: DFT, ωB97M-V with the def2-TZVPD basis set

Geometry (Å):
O1 -0.489 -2.264 -8.399
O2 0.093 4.427 1.505
O3 -1.122 0.375 6.701
O4 -1.007 2.164 -0.577
O5 -0.506 -0.897 -3.967
N1 -1.746 2.950 1.465
N2 0.654 -0.297 -0.491
N3 0.845 1.926 3.128
C1 0.508 2.018 1.714
C2 0.034 -2.167 -4.330
C3 2.040 1.700 3.488
C4 -0.474 -3.245 -3.384
C5 2.277 1.106 4.848
C6 2.098 -0.426 -0.378
C7 -2.374 -0.930 -7.683
C8 -0.471 0.962 8.957
C9 3.265 2.049 2.666
C10 -1.590 1.731 0.638
C11 1.553 -2.108 -4.339
C12 -0.694 -0.159 7.953
C13 -1.699 -1.177 8.468
C14 -0.325 3.315 1.552
C15 -0.973 -0.926 -8.275
C16 -0.528 0.927 1.384
C17 -0.082 -0.393 0.765
C18 -0.934 -0.221 -9.621
H1 -1.368 -1.622 9.408
H2 0.256 -0.656 7.746
H3 4.134 2.163 3.309
H4 -2.749 0.085 -7.544
H5 1.924 -1.865 -3.338
H6 2.507 0.006 0.541
H7 3.476 1.293 1.908
H8 1.987 -3.060 -4.648
H9 -1.938 2.627 2.417
H10 1.900 -1.331 -5.021
H11 -1.074 -2.733 -9.004
H12 -2.379 -1.436 -6.718
H13 -1.962 0.825 6.843
H14 -0.153 -3.027 -2.362
H15 -1.554 2.869 -0.945
H16 -0.997 -0.969 0.583
H17 -2.541 1.221 0.479
H18 -1.564 -3.273 -3.390
H19 -1.269 0.814 -9.537
H20 -0.106 0.575 9.910
H21 0.254 1.680 8.572
H22 1.348 2.059 1.017
H23 -1.406 1.499 9.139
H24 0.078 -0.228 -10.026
H25 -3.062 -1.465 -8.345
H26 -0.195 -0.705 -3.074
H27 3.075 2.985 2.143
H28 -0.328 -2.366 -5.341
H29 2.571 0.073 -1.225
H30 -0.291 -0.430 -7.583
H31 -0.970 0.654 2.348
H32 -0.098 -4.230 -3.665
H33 -1.581 -0.735 -10.338
H34 2.391 -1.476 -0.452
H35 -1.844 -1.974 7.738
H36 3.066 0.356 4.800
H37 1.348 0.657 5.193
H38 0.501 -0.988 1.470
H39 0.382 0.520 -1.016
H40 2.544 1.871 5.582
H41 -2.668 -0.700 8.637

Output
**Orbital gap**: 9.363 eV
**SMILES**: CNC[C@@H]1[C@H](O)NC(=O)[C@H]1N=C(C)C.CC(C)O.CC(C)O.CC(C)O
**Electronic energy**: -34037.755 eV
**Net charge**: 0

Molecular formula: C18H42
Method: DFT, ωB97M-V with the def2-TZVPD basis set

Geometry (Å):
C1 -1.311 0.161 1.144
C2 -1.085 4.363 -3.115
C3 1.426 2.643 -0.058
C4 4.671 -0.902 2.765
C5 -0.377 0.527 -4.011
C6 2.457 1.900 -0.968
C7 -1.216 1.706 -3.463
C8 -2.283 -2.891 3.621
C9 3.628 1.326 -0.222
C10 -3.400 -4.610 4.821
C11 -3.605 -3.414 3.907
C12 4.872 0.040 1.596
C13 -1.104 -1.063 2.199
C14 3.495 0.269 0.896
C15 -0.467 3.110 -3.695
C16 -2.456 -1.554 2.850
C17 -1.031 -0.787 -3.912
C18 -2.073 -1.242 -4.858
H1 1.966 3.200 0.422
H2 -0.314 0.143 0.737
H3 -2.945 -4.562 5.748
H4 0.096 -1.379 -4.023
H5 -4.400 -5.280 4.928
H6 -0.203 -0.747 2.786
H7 -1.672 -3.576 2.964
H8 -2.637 -2.275 -4.670
H9 5.699 -0.346 1.015
H10 1.881 1.168 -1.353
H11 -3.267 -1.669 2.197
H12 -4.266 -3.651 3.181
H13 4.123 -0.389 3.576
H14 -0.741 -1.886 1.649
H15 -2.028 0.233 0.303
H16 -1.547 0.942 1.751
H17 -2.279 1.814 -3.971
H18 2.703 2.800 -1.695
H19 4.455 0.858 -0.883
H20 4.080 2.216 0.105
H21 -0.139 0.784 -5.219
H22 -2.073 4.436 -3.297
H23 3.012 -0.410 0.538
H24 -1.921 -0.962 -5.835
H25 -4.028 -2.540 4.775
H26 5.331 0.949 1.867
H27 0.635 3.157 -0.621
H28 -2.942 -5.184 4.142
H29 1.028 1.979 0.567
H30 0.567 2.929 -3.370
H31 -1.517 -2.788 4.550
H32 -0.538 3.473 -4.718
H33 -2.831 -1.061 3.658
H34 4.414 -1.856 2.571
H35 2.885 0.718 1.685
H36 -0.872 4.337 -2.125
H37 -1.282 -0.815 -2.873
H38 -0.408 5.232 -3.330
H39 5.619 -1.240 3.284
H40 0.468 0.551 -3.470
H41 -1.538 1.499 -2.373
H42 -2.715 -0.384 -4.671

Output
**Orbital gap**: 10.803 eV
**SMILES**: CCCCCC.CCCCCC.CCCCCC
**Electronic energy**: -19338.159 eV
**Net charge**: 0

Molecular formula: C18H42BBrFOP
Method: DFT, ωB97M-V with the def2-TZVPD basis set

Geometry (Å):
Br1 0.109 -0.242 1.917
P1 1.834 -1.709 1.128
F1 4.108 -1.850 -0.277
O1 0.276 -3.642 -0.463
C1 2.720 -1.488 2.709
C2 3.221 -2.760 0.330
C3 -0.020 0.733 -5.128
C4 -0.648 -1.823 -3.448
C5 -0.734 3.306 0.697
C6 -1.067 3.531 2.168
C7 -3.587 3.957 1.816
C8 3.211 -4.674 2.013
C9 0.756 -1.298 -3.739
C10 0.848 0.209 -3.984
C11 4.049 -3.664 1.229
C12 -2.501 3.150 2.530
C13 -1.257 -1.239 -2.179
C14 2.257 -1.748 3.889
C15 -0.670 -3.333 1.860
C16 -3.684 5.893 3.476
C17 0.352 0.150 -6.488
C18 -3.511 5.469 2.021
B1 0.411 -3.001 0.750
H1 1.161 -1.834 -4.602
H2 -3.657 6.980 3.563
H3 -2.242 -1.673 -1.996
H4 -2.629 3.245 3.612
H5 3.716 -1.072 2.644
H6 -4.300 5.937 1.425
H7 -0.871 4.575 2.433
H8 -2.890 5.493 4.110
H9 -2.565 5.858 1.635
H10 -2.652 2.090 2.303
H11 1.204 -1.869 4.095
H12 -1.383 -0.157 -2.247
H13 -1.565 -2.748 1.677
H14 1.893 0.463 -4.188
H15 2.421 -5.063 1.367
H16 -0.884 2.260 0.422
H17 0.583 0.745 -3.068
H18 0.212 -0.932 -6.515
H19 -1.350 3.926 0.042
H20 2.944 -1.892 4.709
H21 -3.553 3.745 0.743
H22 4.674 -4.267 0.566
H23 0.309 3.559 0.503
H24 -0.922 -4.396 1.813
H25 0.464 -4.586 -0.334
H26 2.759 -4.257 2.909
H27 1.410 -1.551 -2.897
H28 2.079 -0.735 0.140
H29 -1.312 -1.631 -4.296
H30 -4.564 3.601 2.160
H31 -0.272 0.581 -7.272
H32 1.395 0.366 -6.731
H33 3.811 -5.519 2.333
H34 -0.628 -1.456 -1.316
H35 -0.387 2.928 2.775
H36 -1.076 0.540 -4.923
H37 -4.642 5.548 3.871
H38 2.863 -3.385 -0.488
H39 -0.595 -2.910 -3.342
H40 -0.284 -3.122 2.856
H41 4.761 -3.131 1.849
H42 0.089 1.820 -5.172

Output
**Orbital gap**: 8.824 eV
**SMILES**: C=C[PH](Br)(B(C)O)[C@@H](F)CC.CCCCCC.CCCCCC
**Electronic energy**: -104119.913 eV
**Net charge**: 0

Molecular formula: C18H42BF4N4O5
Method: DFT, ωB97M-V with the def2-TZVPD basis set

Geometry (Å):
F1 -0.754 1.082 -0.457
F2 0.670 0.118 1.166
F3 0.560 -0.666 -0.866
F4 -1.170 -0.860 0.486
O1 3.452 -1.173 -0.561
O2 -3.755 -1.454 0.275
O3 2.803 2.473 -0.131
O4 -2.385 1.129 -2.411
O5 -1.478 -1.382 3.177
N1 2.196 0.945 5.746
N2 3.773 0.565 -5.684
N3 -3.174 1.738 4.758
N4 -2.101 -3.690 -4.624
C1 4.248 -2.592 -2.449
C2 -1.134 -2.889 -2.168
C3 -1.729 1.197 -3.625
C4 -5.460 -2.927 1.174
C5 3.159 1.220 3.229
C6 -3.222 1.843 3.642
C7 -0.513 -1.202 5.368
C8 -1.264 2.683 -3.981
C9 -0.472 -0.675 3.905
C10 3.364 0.660 -4.658
C11 -3.179 1.832 2.031
C12 3.736 -2.567 -0.925
C13 -4.104 -2.500 1.265
C14 -1.726 -3.343 -3.574
C15 1.759 3.307 -0.438
C16 2.389 4.632 -0.470
C17 2.746 0.801 -3.248
C18 2.597 1.094 4.634
B1 -0.153 -0.126 0.096
H1 -3.909 1.226 1.656
H2 2.006 0.009 -2.913
H3 1.157 3.360 0.280
H4 -6.343 -2.452 1.595
H5 3.342 -2.346 -2.963
H6 -0.260 -2.407 5.742
H7 2.430 1.625 0.098
H8 4.400 -3.699 -2.766
H9 0.254 -0.834 3.246
H10 -1.828 1.335 -1.607
H11 3.646 0.237 2.789
H12 -0.484 2.910 -3.132
H13 -0.137 -0.505 5.936
H14 -3.780 -2.218 2.218
H15 -2.261 1.483 1.582
H16 -0.799 2.800 -4.676
H17 -1.337 -1.008 2.397
H18 3.555 0.571 -2.564
H19 -2.852 -1.257 0.438
H20 2.371 1.819 -2.919
H21 2.804 4.910 0.534
H22 -2.197 0.739 -4.627
H23 -5.714 -3.266 0.354
H24 -2.101 3.364 -4.040
H25 -1.027 0.381 -3.395
H26 -1.614 -1.263 5.659
H27 0.035 -3.049 -2.251
H28 -3.295 -3.211 0.941
H29 -0.798 0.262 3.906
H30 1.402 3.292 -1.433
H31 -3.335 2.853 1.574
H32 2.823 -3.123 -0.823
H33 2.422 -0.951 -0.343
H34 3.210 4.693 -1.204
H35 2.315 1.566 2.407
H36 1.521 5.204 -0.660
H37 4.565 -3.024 -0.512
H38 -1.644 -3.375 -1.461
H39 4.960 -1.973 -2.743
H40 3.819 1.912 3.199
H41 -5.425 -3.907 1.726
H42 -1.574 -1.956 -1.932

Output
**Orbital gap**: 9.713 eV
**Electronic energy**: -47087.614 eV
**Net charge**: -1

Molecular formula: C18H42Cl13N2O8
Method: DFT, ωB97M-V with the def2-TZVPD basis set

Geometry (Å):
Cl1 -0.375 -0.301 -5.308
Cl2 -4.012 -5.256 2.805
Cl3 -1.305 -2.283 -0.878
Cl4 3.052 -4.700 -3.273
Cl5 -0.119 -6.570 3.106
Cl6 2.869 -4.439 -0.355
Cl7 -4.392 -5.309 -4.327
Cl8 -5.939 -0.216 1.598
Cl9 -6.022 -1.663 -0.977
Cl10 0.187 -3.200 -5.941
Cl11 0.464 -7.512 0.365
Cl12 -2.358 -7.274 -3.273
Cl13 -3.623 -6.885 0.397
O1 2.857 5.530 3.039
O2 -1.139 -3.320 0.180
O3 -0.061 -2.137 -1.629
O4 -1.643 3.418 -1.409
O5 1.738 1.840 2.859
O6 2.684 1.614 -1.091
O7 -1.602 -0.966 -0.287
O8 -2.363 -2.692 -1.817
N1 -0.670 2.354 1.047
N2 3.093 3.735 0.686
C1 2.015 -4.596 -1.894
C2 1.561 0.492 2.535
C3 3.285 3.804 -0.735
C4 4.142 4.466 1.398
C5 -1.973 1.956 0.436
C6 2.386 2.941 -1.488
C7 -2.032 2.044 -1.053
C8 -0.701 -2.039 -4.921
C9 0.647 -6.219 1.583
C10 -1.075 3.273 -2.778
C11 2.739 5.939 4.358
C12 1.780 0.645 -1.609
C13 3.859 4.495 2.859
C14 -0.772 2.169 2.501
C15 -3.411 -5.842 -2.935
C16 0.542 2.437 3.302
C17 -5.022 -0.980 0.278
C18 -3.810 -5.267 1.094
H1 -1.295 1.333 -1.463
H2 1.698 -6.138 1.846
H3 -0.264 2.471 -2.795
H4 2.592 0.116 2.367
H5 0.669 3.506 3.227
H6 -4.081 -6.181 -2.159
H7 4.262 5.481 0.979
H8 -0.994 1.129 2.722
H9 -0.317 -2.131 -3.960
H10 -1.581 2.787 2.895
H11 -2.236 0.938 0.723
H12 -4.427 -1.771 0.769
H13 2.350 5.162 5.040
H14 2.062 6.800 4.322
H15 1.434 -3.663 -1.923
H16 0.289 2.091 4.301
H17 -4.674 -4.795 0.665
H18 1.089 0.437 1.550
H19 -3.083 1.828 -1.383
H20 1.339 3.109 -1.249
H21 1.372 -5.480 -1.796
H22 0.758 0.860 -1.315
H23 4.292 3.431 -1.053
H24 2.904 2.772 0.988
H25 3.725 6.279 4.795
H26 3.162 4.892 -1.034
H27 -2.769 2.642 0.833
H28 2.081 -0.271 -1.044
H29 1.902 0.513 -2.697
H30 3.440 3.571 3.270
H31 -1.752 -2.250 -4.967
H32 -1.842 3.016 -3.472
H33 -2.898 -4.725 0.834
H34 -0.599 4.258 -2.962
H35 1.005 -0.032 3.330
H36 -0.458 3.291 0.735
H37 4.711 4.749 3.489
H38 5.120 3.973 1.307
H39 -4.468 -0.176 -0.166
H40 0.249 -5.323 1.135
H41 2.487 3.118 -2.573
H42 -2.730 -5.102 -2.557

Output
**Orbital gap**: 8.729 eV
**Electronic energy**: -201491.757 eV
**Net charge**: -1

Molecular formula: C18H42Cl2N3O10
Method: DFT, ωB97M-V with the def2-TZVPD basis set

Geometry (Å):
Cl1 0.502 -5.191 1.008
Cl2 3.452 0.176 3.271
O1 2.959 0.517 -1.124
O2 0.889 -3.870 1.448
O3 0.585 -5.212 -0.448
O4 -1.057 0.764 1.365
O5 1.374 -6.183 1.572
O6 2.498 1.084 2.642
O7 3.075 -1.178 3.007
O8 -0.856 -5.437 1.478
O9 3.483 0.368 4.700
O10 4.770 0.410 2.719
N1 1.127 -0.999 0.700
N2 1.865 1.166 -1.759
N3 -1.741 -0.474 1.461
C1 -2.574 -0.744 0.273
C2 -3.612 0.343 0.016
C3 1.764 0.750 -3.156
C4 3.014 3.410 -1.895
C5 -1.689 -0.887 -0.967
C6 0.510 3.166 -1.958
C7 -2.185 -0.710 2.844
C8 0.535 1.405 -3.766
C9 3.049 0.974 -3.996
C10 1.819 2.589 -1.401
C11 -3.087 0.359 3.471
C12 -2.907 -2.047 2.950
C13 -3.343 -2.070 0.479
C14 1.510 -0.787 -3.235
C15 -0.922 -0.864 3.698
C16 -3.950 -2.280 1.852
C17 0.359 2.883 -3.454
C18 1.712 2.675 0.124
H1 1.063 1.867 0.479
H2 -2.798 -2.985 0.242
H3 -0.376 0.079 3.811
H4 -2.216 -2.896 2.893
H5 -2.534 1.310 3.466
H6 1.053 3.562 -3.969
H7 0.490 -1.073 -2.984
H8 3.928 0.537 -3.515
H9 -4.487 -3.229 1.884
H10 1.761 -0.628 1.416
H11 2.901 0.450 -4.940
H12 0.581 1.262 -4.850
H13 -0.369 0.868 -3.469
H14 3.366 1.997 -4.210
H15 -0.152 -1.554 3.345
H16 -4.224 -2.001 -0.165
H17 1.701 -1.082 -4.270
H18 3.969 2.884 -1.828
H19 1.048 -2.008 0.889
H20 -2.269 -0.830 -1.890
H21 -3.223 0.172 4.534
H22 3.734 0.995 -1.463
H23 -4.401 0.058 -0.677
H24 0.280 4.187 -1.650
H25 -4.018 0.565 2.947
H26 -1.155 -1.206 4.709
H27 2.221 -1.413 -2.694
H28 -0.869 -0.166 -0.985
H29 -3.396 -2.194 3.915
H30 -0.372 2.651 -1.546
H31 0.172 -0.671 0.877
H32 2.899 3.792 -2.909
H33 1.095 3.505 0.480
H34 -4.780 -1.572 2.010
H35 -1.238 -1.883 -1.023
H36 -3.125 1.223 -0.419
H37 1.467 -0.880 -0.251
H38 -1.741 1.455 1.412
H39 2.667 2.575 0.634
H40 3.123 4.278 -1.240
H41 -0.586 3.266 -3.852
H42 -4.118 0.629 0.940

Output
**Orbital gap**: 8.581 eV
**Electronic energy**: -69323.219 eV
**Net charge**: -1

Which value of net charge does entry 4 give? 0